Entry 1:
9
Properties=species:S:1:pos:R:3 method="wB97M-V/def2-TZVPD" largest_force_ha_per_bohr=0.06212 total_charge=-1 gap_ev=7.85 e_above_lowest_ev=2.055 total_energy_ha=-890.4045 homo_energy_ev=-3.619
H -1.99921 1.33243 0.69841
H -2.03985 1.33936 -0.92991
O -2.47221 1.57062 -0.10360
H 0.29142 -0.41311 -1.92222
N 0.65654 0.29130 -1.23654
P 1.10920 -2.32104 0.55530
H 1.50030 -2.08792 1.78311
P 1.21619 -0.34062 0.10292
O 1.73763 0.62899 1.05251



Entry 2:
16
Properties=species:S:1:pos:R:3 method="wB97M-V/def2-TZVPD" largest_force_ha_per_bohr=0.00657 total_charge=0 gap_ev=10.29 e_above_lowest_ev=0.753 total_energy_ha=-288.7544 homo_energy_ev=-9.369 smiles="CC1=N[C@H](C)C=C1"
H 0.61135 -2.26108 1.02259
H -2.64828 1.62382 0.79690
N 0.32794 0.61189 -0.63483
H 2.79867 0.07809 -1.27825
C -1.60160 1.78386 0.51490
C 2.25268 -0.83200 -1.01887
C -0.99329 0.49441 -0.02553
C 0.96536 -0.46669 -0.34193
H 2.86960 -1.47447 -0.38455
H -1.07545 2.17518 1.38780
C 0.24703 -1.31811 0.62802
H -1.60897 0.19648 -0.89411
H -1.57801 2.54570 -0.26825
H 2.04375 -1.37715 -1.95086
H -1.71650 -1.03913 1.53922
C -0.91961 -0.70848 0.87851